Record 1
{
  "formula": "C20H16N3O2PtTe",
  "method": "ωB97M-V/def2-TZVPD",
  "multiplicity": 1,
  "total_charge": 1,
  "e_lumo_ev": [-4.12, -4.12],
  "homo_lumo_gap_ev": [6.8, 6.8],
  "elements": ["Pt", "O", "C", "N", "C", "O", "C", "C", "C", "C", "C", "N", "C", "C", "C", "C", "C", "N", "H", "H", "H", "H", "H", "H", "H", "H", "C", "Te", "C", "C", "C", "C", "C", "C", "C", "H", "H", "H", "H", "H", "H", "H", "H"],
  "positions_angstrom": [[0.57597, 0.94362, -1.63844], [0.61625, 4.47215, 0.36787], [0.80360, 3.48781, -0.29186], [-0.13673, 2.60383, -0.79034], [-1.50126, 2.62939, -0.57184], [-2.13967, 3.41303, 0.07612], [-2.17242, 1.45905, -1.26709], [-3.54353, 1.33688, -1.27616], [-4.11670, 0.29558, -1.99091], [-3.29620, -0.57905, -2.68793], [-1.92629, -0.41445, -2.62008], [-1.37941, 0.57661, -1.90950], [2.19989, 3.05823, -0.68909], [3.29938, 3.80194, -0.32434], [4.55073, 3.40332, -0.76714], [4.65647, 2.28525, -1.58137], [3.51647, 1.57233, -1.89565], [2.31578, 1.94687, -1.44315], [-4.12384, 2.07161, -0.73504], [-5.19123, 0.17285, -2.01186], [-3.70342, -1.38690, -3.27854], [-1.24223, -1.08117, -3.12757], [3.14120, 4.67963, 0.28713], [5.43346, 3.96240, -0.48762], [5.60974, 1.95868, -1.97113], [3.54623, 0.68373, -2.51151], [-0.92490, -0.91916, 1.15982], [1.09450, -0.38624, 0.72056], [1.43250, -2.48794, 0.87494], [0.34869, -2.96801, 1.81081], [0.47540, -4.15711, 2.52124], [-0.54581, -4.58295, 3.35531], [-1.69836, -3.81990, 3.48913], [-1.82690, -2.63027, 2.79026], [-0.80634, -2.20097, 1.94882], [-1.44821, -1.06362, 0.21540], [-1.40580, -0.11862, 1.71824], [2.43253, -2.66695, 1.26278], [1.35315, -2.92366, -0.11870], [1.37895, -4.74709, 2.42681], [-0.43906, -5.50604, 3.90919], [-2.49265, -4.14707, 4.14664], [-2.71993, -2.02763, 2.90579]]
}


Record 2
{
  "formula": "C20H16N5O3V",
  "method": "ωB97M-V/def2-TZVPD",
  "multiplicity": 4,
  "total_charge": 1,
  "e_lumo_ev": [-4.10, -4.19],
  "homo_lumo_gap_ev": [7.1, 7.6],
  "s2": 3.758,
  "elements": ["V", "N", "C", "N", "C", "N", "C", "C", "N", "C", "C", "N", "H", "H", "H", "H", "H", "O", "C", "C", "O", "O", "C", "C", "C", "C", "C", "C", "C", "C", "C", "C", "C", "C", "H", "H", "H", "H", "H", "H", "H", "H", "H", "H", "H"],
  "positions_angstrom": [[-0.29605, -1.05043, -1.23166], [-0.95507, -0.92540, -5.38901], [-0.34345, -0.29657, -4.39585], [-0.45578, -1.02188, -3.29219], [-1.19914, -2.09907, -3.71361], [-1.53525, -2.08061, -4.96845], [-1.50302, -3.16122, -2.72230], [-2.28810, -4.27169, -2.95211], [-2.52082, -5.17565, -2.00307], [-1.94145, -4.97374, -0.82401], [-1.13262, -3.87730, -0.57853], [-0.92081, -2.96053, -1.52865], [-1.02686, -0.65134, -6.35674], [0.18430, 0.63749, -4.49919], [-2.73944, -4.42793, -3.92485], [-2.11864, -5.70438, -0.04490], [-0.65199, -3.72386, 0.37711], [-0.44468, 0.66066, -0.05141], [0.76363, 0.88339, 0.85005], [1.86421, -0.05009, 0.31823], [2.97815, 0.07057, 0.74160], [1.48259, -0.97204, -0.57204], [1.15991, 2.33908, 0.69854], [1.35589, 2.89506, -0.56432], [1.73502, 4.22117, -0.70074], [1.94054, 5.00336, 0.43037], [1.77550, 4.45071, 1.68954], [1.38636, 3.12386, 1.82302], [0.31889, 0.47935, 2.24361], [1.05178, -0.39654, 3.03347], [0.59326, -0.74028, 4.30367], [-0.59235, -0.21573, 4.78795], [-1.32836, 0.66828, 4.00331], [-0.87062, 1.00967, 2.74395], [-0.85906, 1.51648, -0.20814], [1.24019, 2.28320, -1.45174], [1.88784, 4.64433, -1.68537], [2.24369, 6.03749, 0.32953], [1.95088, 5.04574, 2.57636], [1.27389, 2.69798, 2.80975], [1.99465, -0.79413, 2.68109], [1.17764, -1.41809, 4.91299], [-0.94105, -0.48475, 5.77676], [-2.25069, 1.09300, 4.37795], [-1.44350, 1.71240, 2.15001]]
}


Record 3
{
  "formula": "C20H17AuNP",
  "method": "ωB97M-V/def2-TZVPD",
  "multiplicity": 1,
  "e_lumo_ev": -0.01,
  "homo_lumo_gap_ev": 8.3,
  "elements": ["Au", "C", "P", "C", "C", "C", "C", "C", "C", "C", "C", "C", "C", "C", "C", "H", "H", "H", "H", "H", "H", "H", "H", "H", "H", "H", "H", "H", "N", "C", "C", "C", "C", "C", "C", "C", "H", "H", "H", "H"],
  "positions_angstrom": [[0.33762, -0.27656, -1.20146], [-1.03994, 2.37409, 2.41312], [-0.52845, 1.09483, 1.18967], [0.42105, -0.03725, 2.27787], [1.45494, 0.39775, 3.11063], [2.12456, -0.49616, 3.92926], [1.76822, -1.84191, 3.92863], [0.74296, -2.28575, 3.11005], [0.07390, -1.38443, 2.28765], [0.84574, 1.90175, 0.29642], [1.91869, 1.09504, -0.12347], [2.89955, 1.59955, -0.97821], [2.82098, 2.90814, -1.41881], [1.75435, 3.70889, -1.01755], [0.76947, 3.21134, -0.17863], [-0.19101, 2.87892, 2.87637], [-1.62800, 1.87359, 3.18164], [-1.68049, 3.11271, 1.93121], [1.74512, 1.44291, 3.10911], [2.92557, -0.14746, 4.56906], [2.29339, -2.54070, 4.56761], [0.46213, -3.33121, 3.10735], [-0.72767, -1.73016, 1.64426], [2.02030, 0.07395, 0.26070], [3.72424, 0.96843, -1.28314], [3.58388, 3.30705, -2.07404], [1.68453, 4.72850, -1.37549], [-0.06371, 3.84407, 0.10291], [-5.14319, -3.70472, -4.81289], [-4.26493, -3.20046, -4.26815], [-3.16233, -2.56855, -3.58073], [-2.37423, -1.63037, -4.23909], [-1.32501, -1.01754, -3.57114], [-1.04571, -1.31902, -2.23552], [-1.84148, -2.27284, -1.59512], [-2.88960, -2.89431, -2.25531], [-2.58862, -1.38025, -5.27020], [-0.72099, -0.29589, -4.10474], [-1.65270, -2.53893, -0.56280], [-3.50313, -3.62706, -1.74702]]
}


Record 4
{
  "formula": "C20H17BrCl2F2N2O6",
  "method": "ωB97M-V/def2-TZVPD",
  "multiplicity": 1,
  "smiles": "C#CCc1c(Br)c(Cl)c2ncc(Cl)nc2c1CCC.O=C1OC[C@@H](F)O1.O=C1OC[C@@H](F)O1",
  "e_lumo_ev": -0.44,
  "homo_lumo_gap_ev": 8.3,
  "elements": ["C", "C", "C", "C", "C", "Br", "C", "Cl", "C", "N", "C", "C", "Cl", "N", "C", "C", "C", "C", "C", "H", "H", "H", "H", "H", "H", "H", "H", "H", "H", "H", "O", "C", "O", "C", "C", "F", "O", "H", "H", "H", "O", "C", "O", "C", "C", "F", "O", "H", "H", "H"],
  "positions_angstrom": [[2.65067, -1.95316, -0.52785], [1.83214, -1.10995, -0.75333], [0.83839, -0.08206, -1.02394], [-0.54069, -0.61928, -0.70101], [-1.12075, -1.55388, -1.60494], [-0.20515, -2.00283, -3.19155], [-2.31502, -2.12323, -1.32740], [-3.01751, -3.27886, -2.40898], [-3.01951, -1.81287, -0.15202], [-4.20893, -2.42727, 0.09901], [-4.77725, -2.08473, 1.21582], [-4.21751, -1.13586, 2.08246], [-5.09830, -0.74833, 3.52706], [-3.09918, -0.53746, 1.87151], [-2.45140, -0.88570, 0.72103], [-1.20258, -0.28226, 0.43303], [-0.63037, 0.69683, 1.42492], [-0.48550, 2.14876, 0.91170], [0.88900, 2.79002, 1.24803], [3.26285, -2.80167, -0.35986], [1.07553, 0.82013, -0.48240], [0.87206, 0.17015, -2.08155], [-5.71736, -2.54779, 1.48408], [-1.21297, 0.73591, 2.33383], [0.35084, 0.32913, 1.71718], [-0.60178, 2.20662, -0.16630], [-1.24125, 2.79568, 1.34917], [1.48537, 2.94206, 0.34929], [1.48021, 2.16381, 1.90930], [0.76707, 3.76831, 1.70387], [1.94000, -0.37656, 3.21596], [1.47199, 0.02365, 4.22805], [1.76540, -0.45678, 5.45973], [1.10659, 0.36427, 6.42852], [-0.01474, 0.96882, 5.61461], [-0.32196, 2.22281, 6.02279], [0.54899, 1.02715, 4.31557], [1.79375, 1.13161, 6.78712], [0.75954, -0.23372, 7.26663], [-0.92806, 0.37200, 5.58319], [1.45076, 1.25770, -4.11238], [1.74585, 0.78504, -5.15693], [0.86691, 0.27170, -6.05029], [1.58714, -0.06843, -7.23905], [2.99659, -0.23075, -6.71531], [3.92674, 0.14195, -7.62644], [3.02125, 0.67134, -5.62446], [1.52277, 0.75367, -7.95292], [1.18451, -0.97228, -7.68801], [3.23486, -1.23336, -6.35651]]
}


Repeat the third record exactly.
{
  "formula": "C20H17AuNP",
  "method": "ωB97M-V/def2-TZVPD",
  "multiplicity": 1,
  "e_lumo_ev": -0.01,
  "homo_lumo_gap_ev": 8.3,
  "elements": ["Au", "C", "P", "C", "C", "C", "C", "C", "C", "C", "C", "C", "C", "C", "C", "H", "H", "H", "H", "H", "H", "H", "H", "H", "H", "H", "H", "H", "N", "C", "C", "C", "C", "C", "C", "C", "H", "H", "H", "H"],
  "positions_angstrom": [[0.33762, -0.27656, -1.20146], [-1.03994, 2.37409, 2.41312], [-0.52845, 1.09483, 1.18967], [0.42105, -0.03725, 2.27787], [1.45494, 0.39775, 3.11063], [2.12456, -0.49616, 3.92926], [1.76822, -1.84191, 3.92863], [0.74296, -2.28575, 3.11005], [0.07390, -1.38443, 2.28765], [0.84574, 1.90175, 0.29642], [1.91869, 1.09504, -0.12347], [2.89955, 1.59955, -0.97821], [2.82098, 2.90814, -1.41881], [1.75435, 3.70889, -1.01755], [0.76947, 3.21134, -0.17863], [-0.19101, 2.87892, 2.87637], [-1.62800, 1.87359, 3.18164], [-1.68049, 3.11271, 1.93121], [1.74512, 1.44291, 3.10911], [2.92557, -0.14746, 4.56906], [2.29339, -2.54070, 4.56761], [0.46213, -3.33121, 3.10735], [-0.72767, -1.73016, 1.64426], [2.02030, 0.07395, 0.26070], [3.72424, 0.96843, -1.28314], [3.58388, 3.30705, -2.07404], [1.68453, 4.72850, -1.37549], [-0.06371, 3.84407, 0.10291], [-5.14319, -3.70472, -4.81289], [-4.26493, -3.20046, -4.26815], [-3.16233, -2.56855, -3.58073], [-2.37423, -1.63037, -4.23909], [-1.32501, -1.01754, -3.57114], [-1.04571, -1.31902, -2.23552], [-1.84148, -2.27284, -1.59512], [-2.88960, -2.89431, -2.25531], [-2.58862, -1.38025, -5.27020], [-0.72099, -0.29589, -4.10474], [-1.65270, -2.53893, -0.56280], [-3.50313, -3.62706, -1.74702]]
}